1.
C36H66N10O12 | ωB97M-V/def2-TZVPD

CARTESIAN COORDINATES (ANGSTROEM)
O 3.1729 -4.4811 -4.6299
H 2.8079 3.4899 1.1711
C 2.1019 -0.3871 -6.0959
O -2.6511 2.8759 1.8911
C -5.3191 -3.7491 3.4631
H 6.2099 3.6599 -0.6679
C 1.5989 1.9599 -6.7079
N -4.3521 -4.4991 2.7631
H 3.6529 4.4319 -2.8499
N -0.3291 -0.9581 -1.3479
H -1.6631 -0.4871 7.1371
C -4.1641 -4.2731 1.4341
H 0.5149 2.4399 -6.5419
H -3.2351 -6.2481 2.8111
H -1.9921 1.7289 -6.5679
H 3.0879 5.6059 0.6681
C 1.9769 -3.9851 -4.3849
C -1.4121 -1.4971 7.4421
C 3.2979 1.2819 4.8911
H 1.1099 -3.7451 -7.5249
C 1.3109 -4.4601 -6.7149
H 5.3309 -0.2891 6.1791
H -6.1821 -4.1051 3.2521
H 3.6669 5.2959 -1.3299
H 1.5159 1.3639 -7.6799
C -1.1551 -3.2431 5.7961
H 5.5429 1.9379 -0.0459
N -0.5191 -2.0411 6.4781
H 5.4779 1.5249 6.3861
H -4.8871 -3.5501 4.5011
N 1.0589 -3.8681 -5.3919
H 2.0219 4.7319 4.6591
C -0.2491 -3.3101 -5.1279
H -2.7871 0.9309 -7.7739
H 0.5219 0.6579 3.2081
C -1.1341 -0.6631 3.0921
C -5.7951 -0.1681 1.2821
C -3.4291 0.4199 -0.6619
C -3.0881 1.3209 -6.9119
H 1.7729 -1.0931 -5.4549
H 2.3989 2.4869 -1.8419
H 2.3669 2.6869 -7.0579
H -0.4961 -3.6981 5.1871
C -3.6511 -5.4961 3.5171
H -5.0781 0.4389 -6.6449
H -1.2781 0.0449 -5.4599
C -3.5491 1.2329 0.5191
O 3.1539 1.3829 -0.2539
C 4.1059 4.4559 -1.9499
H -0.4411 -2.6871 -4.2419
O 1.3259 2.3809 -3.9299
H 3.1179 2.3199 5.1641
H -2.1931 -2.5391 0.0271
H -2.7731 -2.2061 2.6181
H -1.2121 -0.6331 4.1071
C -0.6851 -0.8081 0.0501
H -0.4831 -2.5071 -5.9069
O -4.9731 -0.8481 -4.9239
H 3.0429 6.8709 1.9651
C -4.6331 -0.0041 -5.7849
H -2.4701 -1.3081 -5.3619
C 0.6639 -1.4631 6.1701
H 1.1249 -0.7861 7.0181
C 1.7769 1.2839 -4.3269
N -3.3161 0.2849 -5.8879
H 6.6239 0.7789 5.3591
O -1.5931 2.4759 0.0261
O 1.3729 -1.6001 5.0951
H 1.7259 -0.6701 -7.0999
N 4.7419 1.2079 4.5511
N -2.5031 2.2729 0.8541
C 5.5569 0.7289 5.6251
N 4.1059 3.2459 -1.1289
H -6.3451 -1.6031 -0.4509
H -2.0081 -2.9771 5.1101
H -3.1521 -5.1741 4.3311
H 3.1919 -0.4121 -6.1749
H 5.0259 4.8279 -2.4069
C -5.6011 -0.8451 -0.0719
C -4.6071 -0.5961 -1.0319
C -2.3421 -0.3311 -5.0839
H 0.9129 5.7969 3.7851
N 2.4849 4.8679 2.5071
C -4.6661 0.8349 1.6321
O -3.3431 -4.8581 0.6931
H -4.1961 -6.2731 3.9041
H 0.4169 -5.2041 -6.5589
O 1.4989 2.9129 2.7251
C 3.2899 5.7569 1.7671
H -3.5161 2.3219 -6.8759
H 2.7609 1.0169 4.0271
H 1.6729 -3.4301 -3.3759
H -4.7091 1.2509 2.5271
H -2.8071 0.6749 -1.4039
O 0.8979 -0.6301 -1.7289
H -1.0061 -4.1771 -5.0169
O 6.4059 1.3769 3.0611
H -5.3331 -2.8301 2.8291
C 0.1209 0.1919 1.0311
H -4.9971 -3.6061 0.9551
H 2.6479 6.2769 4.2671
H 0.9799 0.8199 0.4641
H 2.1249 0.3679 -3.6189
C -2.0921 -1.5811 2.1781
H -1.0661 -1.3161 8.3971
C 5.3179 3.0159 -0.1439
H -1.7481 -3.7451 6.4191
O -1.1181 -1.5361 -2.1479
H -6.6581 -0.4081 1.8461
H 5.1029 3.5039 0.7601
C 1.9389 5.3979 3.7941
C 2.2059 3.6609 2.0671
H 4.4259 5.3569 2.0891
H -2.4001 -2.2001 7.5171
H -4.5911 -1.1871 -2.0379
H -2.6291 -0.1161 -4.1439
H 2.3129 -4.8791 -6.7939
C -0.0771 0.1069 2.5621
H 3.0369 0.6539 5.6761
N 1.8789 1.0159 -5.6409
H 4.4489 1.9299 2.6231
C 5.2079 1.5269 3.3451
C -1.6871 -1.7381 0.7361
C 3.0969 2.3069 -1.0699

DFT total energy in eV: -77850.12348
Spin multiplicity: 1
Relative energy (zero: lowest compared OMol25 entry of this formula, charge and spin) in kcal per mole: 367.8
LUMO in eV: -0.88
Largest force on an atom in eV/Å: 8.9
Gap between HOMO and LUMO in hartree: 0.2824
Structure (SMILES): O=[N+]([O-])c1ccccc1.O=[N+]([O-])c1ccccc1.CN(C)C=O.CN(C)C=O.CN(C)C=O.CN(C)C=O.CN(C)C=O.CN(C)C=O.CN(C)C=O.CN(C)C=O


2.
C36H67BO32S | ωB97M-V/def2-TZVPD

CARTESIAN COORDINATES (ANGSTROEM)
H 10.7932 3.8988 6.2668
H 10.0798 4.5809 3.2384
H -3.0400 -3.8192 -0.7882
H -5.4042 -4.4626 0.7391
O 1.2148 -0.4623 2.0499
C 11.5855 4.5179 6.6784
C -3.0097 -2.6984 3.6180
O 5.0027 -2.0616 -3.1493
C 8.3783 2.7003 3.8863
H -4.7412 -3.2909 -6.8489
O 5.6567 -2.3462 -1.0091
H 4.7692 1.1511 0.5828
O -3.0262 -2.6155 -6.0170
O 14.4133 5.4945 4.9124
H 5.9821 2.7627 4.9673
C 15.5912 6.2725 5.1300
H -10.2944 6.1949 2.7369
C 10.3363 3.5502 3.0024
H -6.9774 -2.2493 2.0040
H 3.5801 -3.6136 0.0580
C 13.6037 5.4263 5.9683
H -6.5665 0.5700 2.3294
O -7.3304 3.1712 -0.1976
H 6.8489 1.3029 5.5101
H 10.9511 3.1289 3.7945
C -11.0861 2.4875 -7.8522
H -5.8002 1.7622 -6.6599
H 4.8326 0.7274 2.2992
C -7.1449 -4.8021 1.9025
O -7.9681 4.2511 4.8508
H 3.4359 -1.8569 0.3449
C -5.1634 -2.2885 3.9213
O 3.4975 -2.4320 -1.6542
H 0.6872 -1.1669 3.9402
C 4.8045 -2.2869 -1.8534
C 6.3752 -1.8842 -3.5116
H -9.4510 4.6333 2.6976
H 10.5848 -2.7895 -6.8664
H 11.1749 5.4817 6.9708
C -0.8622 -4.3134 1.0130
H 10.2322 -4.4209 -6.2394
C -9.5040 5.6032 3.1878
H -6.8231 -3.8784 -0.0312
C -8.5583 3.9435 7.4067
C -4.9500 -2.5595 2.4684
O -9.4108 4.6826 6.5298
C -6.6721 1.4501 1.7008
O -9.2870 2.7695 -5.9386
C 2.2477 0.3009 2.3852
O 9.5852 -4.0529 -8.1808
H -0.5491 -4.5199 -0.0023
H -7.0249 1.5023 -5.4014
H 15.3331 7.3025 5.3669
O -1.4568 -2.9873 1.0113
O -8.5423 1.5647 -1.2172
O 7.3166 1.9587 3.5874
H -7.5737 4.4027 7.4624
H -0.5069 -1.3288 2.6429
H -6.9472 -4.5096 2.9217
H 3.9660 2.1946 1.7695
C 6.2092 -3.5612 -8.7950
H -0.8035 -1.1528 -3.2537
H -11.5268 1.9007 -7.0490
H 0.0518 -4.8164 2.8833
O -6.1963 -2.2573 4.5604
O 3.0362 0.3899 1.3157
H 1.1407 -4.8678 1.4847
H -1.6163 -5.0231 1.3407
H 0.6368 -3.3280 2.1640
O -1.1896 -1.8784 -5.1663
H 11.4781 -4.1940 -7.4834
H 6.7988 -1.0228 -2.9993
H -5.9004 -1.8293 0.7130
H -8.4699 2.9107 7.0766
C 3.1363 -2.6833 -0.2930
O 9.1559 2.7672 2.8108
H 5.5772 1.1824 4.2837
H -4.1057 -4.3326 -5.5598
C -0.3153 -1.7197 -4.0436
O -3.9032 -2.1233 4.4873
H -11.1695 3.5487 -7.6281
H 12.0297 4.0228 7.5393
C 8.3424 -3.6757 -7.8980
O 7.9699 -3.1966 -6.8609
H -5.4783 -6.5406 1.4285
O -2.6276 -2.9829 -3.8279
O 7.5823 -3.9208 -8.9606
H 16.1912 5.8455 5.9308
C -2.3111 -2.5370 -4.8982
H 6.3956 -1.7137 -4.5834
C -3.6453 -2.7578 2.2572
O 13.7912 5.9491 7.0322
H 6.1114 -2.4939 -8.6085
O -7.7045 1.9440 -7.3164
O 12.5551 4.6801 5.6359
H -0.2173 0.2645 3.3767
H 16.1519 6.2430 4.2009
C -4.2699 -3.3032 -5.8711
H -9.0286 3.9730 8.3846
C 10.5173 -3.8458 -7.1177
C -7.7570 2.0508 -0.2612
C -8.9768 4.7469 5.2745
O 8.5992 3.2187 4.9487
H -9.4206 3.3520 -1.8243
C -6.3305 -3.9482 0.9272
C 4.2188 1.1665 1.5183
O -9.7198 2.1203 -8.0540
C 6.3852 1.8000 4.6609
H -8.5549 6.1242 3.0841
H -11.5999 2.2715 -8.7835
H 5.7599 -4.1251 -7.9802
O -1.9275 -3.1242 3.9340
H -8.1938 -4.7373 1.6608
H -7.1148 2.2534 2.2862
H 2.0535 -2.7699 -0.2724
H 10.8880 3.5222 2.0681
H 0.0035 -2.6887 -3.6657
C -6.0698 -2.5558 1.4939
O -9.8516 5.4551 4.5671
C 0.3262 -4.3387 1.9581
H 0.5488 -1.1712 -4.4039
H -5.6905 1.7491 1.3379
H -7.9815 2.8553 -2.7509
O -7.5206 1.0747 0.6133
C -8.9385 2.3223 -6.9982
C -6.7508 2.1059 -6.2645
C 0.2424 -0.6757 3.0769
C -8.8768 2.5071 -2.2410
H 6.9522 -2.7770 -3.2820
B -2.8318 -2.9883 0.9384
H 5.7140 -3.8135 -9.7273
H -6.6686 3.1522 -5.9779
O -3.4548 -3.1358 -0.2626
S -6.7772 -6.5825 1.7499
H -9.5105 1.9856 -2.9509
O 2.4498 0.8025 3.4575
H -4.9089 -2.7938 -5.1527

DFT total energy in eV: -115452.76675
Spin multiplicity: 1
LUMO in eV: -1.30
Largest force on an atom in eV/Å: 2.4
Gap between HOMO and LUMO in hartree: 0.2917
Structure (SMILES): CCOB(O)C1=C(CCCS)C(=O)OC1=O.COC(=O)OC.COC(=O)OC.COC(=O)OC.COC(=O)OC.COC(=O)OC.COC(=O)OC.COC(=O)OC.COC(=O)OC.COC(=O)OC


3.
C36H68Cl18NO7PS3 | ωB97M-V/def2-TZVPD

CARTESIAN COORDINATES (ANGSTROEM)
H 7.2686 5.9590 -0.0139
O 1.7651 -0.5580 -3.2710
C -6.9984 0.3027 1.3833
H 0.0608 7.6889 -2.8167
Cl -6.2354 1.3752 0.1830
C 2.2150 -2.3635 -0.5771
C -2.5297 4.9801 -5.2669
H -4.0278 13.9930 1.5967
C 0.4624 2.0569 2.2471
H 3.3617 -3.1835 -4.6778
H -3.2684 11.8278 0.7451
C -4.2739 13.7239 0.5654
Cl 2.2328 -5.2282 -4.4752
Cl -1.8091 -8.7830 -0.4545
C -1.5566 8.5739 -1.7041
C -7.3081 1.0256 2.6841
C 3.0082 -3.9212 -5.4045
C 0.8897 2.4762 -2.6621
C -3.2951 12.6780 0.0569
C 4.6452 -0.2883 0.9213
Cl 1.9233 -10.2940 0.9414
H -6.9051 -0.0378 6.7532
H 1.3315 -12.8434 -1.6796
H -5.3042 13.3550 0.5470
H 3.8808 -4.3397 -5.9156
H 0.1183 2.6733 -4.9117
C -0.3048 2.5035 -3.8329
C -5.1494 -1.0812 6.0694
C 5.1644 6.3061 -0.3120
H -0.4813 -1.0617 -0.4641
H -2.5788 4.0180 -5.9592
C -0.6513 1.8686 3.4722
H 4.9859 0.7539 2.9206
H -2.2065 7.7146 -1.8952
P 2.7074 -4.2044 -0.2326
H 1.1498 -2.3584 -1.1050
H 2.0069 -13.0250 -0.0520
O -0.5028 -1.7770 3.0331
C -0.3565 -0.4689 0.5663
C -3.3853 -11.0095 -0.7485
H -3.4179 -9.3136 -2.0752
H -6.3346 -0.5524 1.5451
H 5.3526 7.2860 -0.7609
H 2.5518 1.1745 2.2225
H 3.4966 -1.0214 2.7462
H -5.0389 -1.7723 6.9109
H -3.2061 3.7379 4.2351
Cl -5.1224 0.9587 7.9043
H 5.7590 -8.1609 0.1570
H -2.2807 13.0806 -0.0251
H -1.2151 -1.4111 3.6674
O 3.2140 -1.8063 -1.4899
H -5.8879 0.9264 5.6698
S 2.7220 2.2556 -0.4017
H -0.7482 0.7619 3.8439
C 1.6678 0.6860 -0.6948
Cl 1.0048 9.5562 -1.7590
C 3.5808 -1.3082 1.5899
H 6.6272 5.1935 -1.4770
H -0.3731 2.5768 4.3872
H 6.4309 1.1754 1.4879
H 1.1268 -2.9400 -5.8870
H -2.4473 5.9559 -5.9195
C -0.1002 8.1615 -1.8434
C -1.1852 4.7368 -4.3023
H 1.1578 -10.3263 -1.2931
C 1.4498 0.7416 2.0678
H -7.8836 1.9401 2.5105
Cl 3.5173 -12.0048 -1.5548
Cl 6.2429 3.9061 0.4661
C 2.1363 -1.5013 0.8569
H 0.1406 -11.2906 -0.2097
H 4.0936 -2.3871 1.5994
C 6.4045 5.4354 -0.4331
S 1.2310 -5.4615 -0.4254
H 1.5900 -2.2885 1.5739
H 1.1131 2.9956 2.5702
H 1.8676 2.1765 -3.2261
C 2.0475 -3.2642 -6.3823
H -2.0206 3.3830 2.2519
H 4.8801 6.4604 0.7335
O -0.1197 5.5769 -4.3187
C -2.1267 2.4180 2.9378
H 4.9188 -0.2299 -0.2145
S 2.6109 -0.3031 -1.9617
C 1.2358 -0.1000 0.6795
C 1.8963 -12.3339 -0.8935
H -4.0213 -10.6026 0.0437
H -1.0856 0.4774 0.5867
H 3.4149 -8.4044 2.1545
O -2.1844 -2.0362 1.3571
H -1.9669 -10.3153 -2.2456
C 5.4198 0.6459 1.8332
H -0.2873 0.4918 -2.0509
Cl -5.8310 1.4638 3.5783
C -0.9987 -1.4537 1.6968
C 4.7016 -8.2997 0.4028
H -0.1314 2.3477 1.2820
C -5.8706 0.1920 6.4811
H 0.8945 3.5659 -2.2134
H -3.4615 4.9966 -4.5221
O 3.8463 0.5430 -2.4626
Cl 5.2066 -6.9887 2.7597
Cl -3.5284 -0.7521 5.4081
N -2.9472 2.7267 4.2067
Cl 3.7664 5.6083 -1.1675
H 4.3621 -9.2269 -0.0686
H 2.5185 -2.3855 -6.8324
H -0.3579 1.9389 -0.8466
H 0.1933 7.4484 -1.0666
C 4.4801 -8.3724 1.9049
H -7.8938 0.3753 3.3408
H 1.2779 0.0956 3.0578
C 1.1751 -11.0607 -0.4818
H 3.7819 -4.5254 -1.1808
H -1.8217 9.3646 -2.4127
C -2.6826 -9.9076 -1.5248
Cl -2.2343 -12.1468 -0.0036
Cl -3.7650 12.0354 -1.5367
C 0.3833 1.3285 -1.5568
H -2.6824 1.5889 2.3219
Cl -1.9379 9.1523 -0.0629
H -5.7142 -1.5907 5.2833
O -1.2501 3.5811 -3.3943
H 3.3271 -4.3736 1.0887
Cl 3.7809 -6.9731 -0.3494
H -0.9401 1.5208 -3.8606
Cl 1.6015 -4.3519 -7.7206
Cl -4.2080 15.2268 -0.3888
H -4.0165 -11.5955 -1.4234
H -3.7968 2.1129 4.2198
H -7.9247 -0.0667 0.9337
H 4.9503 -9.2747 2.3067
H 1.8488 3.3686 -0.1949

DFT total energy in eV: -321443.17660
Spin multiplicity: 1
LUMO in eV: -0.21
Largest force on an atom in eV/Å: 10.0
Gap between HOMO and LUMO in hartree: 0.2974
Structure (SMILES): C=CC[C@@H]1[C@H]([PH2]=S)OS(=O)(=O)[C@@](S)(CCCOC(C)=O)[C@@]1(CCCCN)CC(=O)O.ClCCCl.ClCCCl.ClCCCl.ClCCCl.ClCCCl.ClCCCl.ClCCCl.ClCCCl.ClCCCl